[1]
A cluster of 3 separate species, C4H14N2O2 in total. Source: OMol25; level of theory: wB97M-V/def2-TZVPD.

Geometry (Å):
C (-0.7678, 3.3313, -0.5908)
C (-0.6045, 1.8175, -0.7430)
C (-1.8642, 1.0348, -0.3024)
N (-1.6561, 0.3227, 0.9607)
C (-2.1499, -0.9410, 1.1281)
N (-1.4788, -1.8481, 1.7160)
H (-1.3314, 3.7972, -1.4093)
H (-1.2185, 3.6166, 0.3551)
H (0.2067, 3.8282, -0.6550)
H (0.2838, 1.5360, -0.1690)
H (-0.3924, 1.5558, -1.7726)
H (-2.6727, 1.7526, -0.1727)
H (-2.1498, 0.3556, -1.1034)
H (-0.7857, 0.5117, 1.4311)
H (-3.1295, -1.0553, 0.6729)
H (-2.0694, -2.6515, 1.9105)
H (3.3211, -1.3066, 3.8335)
H (4.2520, -2.2182, 3.0404)
O (4.0158, -1.9633, 3.9387)
H (2.8212, -3.4809, -3.5891)
H (4.0415, -4.2895, -4.1057)
O (3.3288, -3.7054, -4.3741)

Atoms 1-2, force components in eV/Å:
C 0.50 0.43 -0.69
C -0.30 0.29 0.32

Its largest force on an atom is 0.95 eV/A. For the energy relative to the best compared isomer or geometry (same formula, charge and spin), the calculation gives 24.6 kcal/mol. As for the total energy: -11449.624 eV. As for the HOMO energy: -9.00 eV. Its SMILES is [H]/N=C/NCCC.O.O. The value obtained for the frontier orbital gap is 0.3552 Eh.

[2]
A cluster of 2 separate species, C4H14N2O2 in total at a distorted geometry. Source: OMol25; level of theory: wB97M-V/def2-TZVPD.

Geometry (Å):
C (-0.5431, 0.6511, 0.4853)
N (-0.4918, 1.4822, -0.7328)
C (0.2069, 2.7407, -0.5627)
O (1.5618, 2.6211, -0.1290)
C (-0.6481, -0.8154, 0.1255)
N (0.5503, -1.2970, -0.6138)
C (0.2943, -1.7968, -1.9746)
H (-1.4541, 0.9870, 0.9908)
H (0.2952, 0.8577, 1.1553)
H (-0.0611, 0.9719, -1.4972)
H (0.1989, 3.2311, -1.5320)
H (-0.2624, 3.2200, 0.2871)
H (2.0868, 2.1826, -0.8110)
H (-0.6921, -1.4245, 1.0252)
H (-1.5658, -0.9207, -0.4486)
H (1.1732, -0.5048, -0.6322)
H (0.3278, -2.8851, -1.9345)
H (1.1342, -1.4770, -2.5903)
H (-0.6659, -1.4779, -2.3805)
H (-0.5009, -1.4384, 4.3101)
H (-0.3465, -2.8818, 3.9129)
O (-0.5975, -2.0261, 3.5470)

Atoms 1-2, force components in eV/Å:
C -0.45 0.66 -0.22
N 0.60 0.07 -0.06

Its largest force on an atom is 1.44 eV/A. For the energy relative to the best compared isomer or geometry (same formula, charge and spin), the calculation gives 34.3 kcal/mol. As for the total energy: -11449.202 eV. As for the HOMO energy: -8.66 eV. Its SMILES is CNCCNCO.O. The value obtained for the frontier orbital gap is 0.3477 Eh.